(1)
{
  "formula": "C36H32BBiN7O4S4",
  "method": "ωB97M-V/def2-TZVPD",
  "e_above_lowest_kj_mol": 0.0,
  "total_charge": 1,
  "elements": ["Bi", "N", "C", "N", "C", "N", "C", "C", "N", "C", "C", "N", "H", "H", "H", "H", "H", "O", "C", "C", "C", "C", "C", "S", "C", "C", "C", "C", "S", "C", "C", "C", "C", "S", "H", "H", "H", "H", "H", "H", "H", "H", "H", "O", "B", "O", "C", "C", "C", "C", "C", "C", "H", "H", "H", "H", "C", "C", "C", "N", "C", "S", "N", "C", "O", "C", "C", "C", "C", "C", "C", "H", "H", "H", "H", "H", "H", "H", "H", "H", "H", "H", "H", "H", "H"],
  "xyz": [[1.06605, -0.10815, 0.58352], [5.92195, -0.20648, 1.92731], [5.20754, -0.35347, 0.80491], [3.95455, -0.58404, 1.11947], [3.96436, -0.55364, 2.47977], [5.14546, -0.32881, 3.01254], [2.77790, -0.73143, 3.33965], [2.96100, -0.79900, 4.72250], [1.95100, -0.89012, 5.57460], [0.72742, -0.95039, 5.05188], [0.51504, -0.90772, 3.69339], [1.53529, -0.78596, 2.83167], [6.90187, -0.01772, 2.04030], [5.61986, -0.28964, -0.19370], [3.96607, -0.75091, 5.12357], [-0.10646, -1.02739, 5.73844], [-0.47976, -0.96903, 3.27738], [1.45439, 1.60524, 1.79371], [1.09550, 2.88517, 1.33191], [0.59491, 2.73800, -0.10675], [1.30195, 2.22566, -1.16568], [0.56510, 2.24140, -2.38602], [-0.67696, 2.77802, -2.22588], [-0.96168, 3.25625, -0.61031], [2.32459, 3.79026, 1.37123], [2.67440, 4.82359, 0.55954], [3.91193, 5.43127, 0.93825], [4.47202, 4.83176, 2.02108], [3.51366, 3.53036, 2.58854], [0.00327, 3.45953, 2.23444], [-1.01375, 2.77983, 2.83534], [-1.89438, 3.62655, 3.57089], [-1.51623, 4.93256, 3.51318], [-0.09636, 5.13778, 2.58402], [2.33266, 1.88848, -1.07918], [0.95247, 1.89011, -3.33497], [-1.44131, 2.93240, -2.97666], [2.06486, 5.15316, -0.27654], [4.35834, 6.26872, 0.41508], [5.39574, 5.08442, 2.52532], [-1.12959, 1.70579, 2.76178], [-2.76670, 3.27814, 4.11226], [-1.99122, 5.78972, 3.97205], [-2.08604, -0.56714, 1.83813], [-1.31112, -0.11888, 0.77278], [-2.10560, 0.30327, -0.27182], [-3.41144, 0.14836, 0.16260], [-4.57572, 0.44986, -0.49891], [-5.75974, 0.18771, 0.18517], [-5.75479, -0.34915, 1.47208], [-4.56127, -0.64399, 2.13098], [-3.40500, -0.37951, 1.43669], [-4.56761, 0.87892, -1.49383], [-6.70654, 0.41181, -0.29173], [-6.69396, -0.53287, 1.97772], [-4.54132, -1.04918, 3.13772], [2.17753, -3.90011, -5.41754], [2.30850, -3.43318, -3.96890], [1.39122, -4.23027, -3.04974], [1.56383, -3.85336, -1.63478], [0.71002, -3.33369, -0.78269], [1.11867, -3.09650, 0.85170], [-0.56943, -3.00647, -1.21488], [-0.87247, -2.17175, -2.30736], [0.01405, -1.61524, -2.91401], [-2.32147, -1.99915, -2.60774], [-3.31950, -2.78793, -2.03737], [-4.64633, -2.58338, -2.38242], [-4.98019, -1.59675, -3.30009], [-3.98644, -0.81248, -3.87533], [-2.66106, -1.01328, -3.52949], [2.84678, -3.33429, -6.06830], [1.15495, -3.75812, -5.78156], [2.43037, -4.96079, -5.52000], [2.05055, -2.37885, -3.88404], [3.34346, -3.55761, -3.62850], [1.62308, -5.29362, -3.13000], [0.35231, -4.09276, -3.32887], [2.48148, -4.00544, -1.24313], [-1.25078, -3.03973, -0.47387], [-3.08143, -3.58811, -1.34583], [-5.41966, -3.20042, -1.94010], [-6.01719, -1.44361, -3.57197], [-4.24586, -0.04740, -4.59751], [-1.87154, -0.41522, -3.96714]]
}

---

(2)
{
  "formula": "C36H32BF21NO6P2",
  "method": "ωB97M-V/def2-TZVPD",
  "total_charge": -1,
  "elements": ["N", "P", "O", "C", "C", "O", "B", "C", "C", "C", "F", "F", "C", "F", "F", "C", "F", "F", "C", "F", "F", "C", "F", "F", "C", "F", "F", "C", "F", "F", "C", "F", "F", "F", "P", "O", "O", "O", "O", "H", "H", "H", "H", "H", "H", "H", "H", "H", "H", "H", "H", "F", "C", "C", "C", "C", "C", "C", "H", "H", "H", "H", "H", "F", "C", "C", "C", "C", "C", "C", "H", "H", "H", "H", "H", "F", "C", "C", "C", "C", "C", "C", "H", "H", "H", "H", "H", "F", "C", "C", "C", "C", "C", "C", "H", "H", "H", "H", "H"],
  "xyz": [[0.88318, -0.78254, 3.33880], [-0.45277, -0.90917, 4.45668], [-1.03212, -2.45370, 4.23109], [-1.77389, 0.26801, 3.87096], [-2.41406, 1.12918, 5.01702], [-2.57577, 2.39673, 4.47253], [-2.21006, 2.37600, 3.02297], [-1.57998, 3.85453, 2.73986], [-0.39869, 3.82824, 1.73394], [-0.72196, 4.56166, 0.44994], [-1.08940, 5.80815, 0.80870], [-1.77354, 4.03661, -0.18847], [0.53311, 4.70728, -0.48108], [1.51353, 3.90107, -0.08844], [1.01513, 5.93568, -0.28809], [0.27270, 4.61551, -2.00220], [1.33334, 5.09620, -2.62157], [-0.70206, 5.48765, -2.26074], [-0.17386, 3.25367, -2.61419], [0.33277, 3.20404, -3.85906], [-1.46495, 3.19073, -2.77165], [0.27146, 1.93047, -1.93426], [-0.14330, 1.81574, -0.69439], [-0.38053, 0.96739, -2.58947], [1.79401, 1.56901, -2.08358], [1.90936, 0.83090, -3.19778], [2.56981, 2.61954, -2.26024], [2.30844, 0.63772, -0.96098], [2.34575, 1.24526, 0.21102], [1.50705, -0.41014, -0.84610], [3.73147, 0.06810, -1.23432], [3.74704, -0.85803, -2.14865], [4.60809, 0.99398, -1.48387], [4.11937, -0.50760, -0.10656], [-3.97184, 2.08405, 2.17107], [-4.73559, 0.98384, 2.79391], [-3.70827, 1.74476, 0.56310], [-4.89744, 3.43829, 2.20871], [-1.31501, 1.22852, 2.95479], [0.52571, -0.97249, 2.40034], [1.20675, 0.18141, 3.35727], [-1.46231, -2.52564, 3.36228], [-2.58226, -0.31916, 3.40123], [-1.84809, 1.12310, 5.95698], [-3.38950, 0.69791, 5.27923], [-2.38294, 4.51973, 2.41762], [-1.21157, 4.26943, 3.67512], [-0.04430, 2.81639, 1.54417], [0.42591, 4.36527, 2.20346], [-2.85601, 1.29046, 0.51581], [-4.96616, 3.81271, 1.31488], [2.60238, -7.54290, -2.28736], [3.08826, -6.30225, -2.06517], [4.30607, -6.15929, -1.43156], [4.80286, -4.88259, -1.21048], [4.07509, -3.77087, -1.61582], [2.85010, -3.93546, -2.24732], [2.35419, -5.21008, -2.47885], [4.85430, -7.03784, -1.11684], [5.75921, -4.75475, -0.72085], [4.46307, -2.78405, -1.43740], [2.27935, -3.07083, -2.55982], [1.40484, -5.35868, -2.97700], [2.88899, -0.81743, 5.21883], [3.68786, -1.78924, 5.66839], [5.00400, -1.49977, 5.97699], [5.82563, -2.51445, 6.44731], [5.32724, -3.80216, 6.59375], [4.00297, -4.07525, 6.27425], [3.17359, -3.06361, 5.81299], [5.37494, -0.49120, 5.84860], [6.85626, -2.29988, 6.69944], [5.97158, -4.59293, 6.95723], [3.61470, -5.07948, 6.38434], [2.13680, -3.25250, 5.56572], [4.41005, -6.64427, -6.76316], [3.09360, -6.39004, -6.88679], [2.23599, -6.77026, -5.87417], [0.88093, -6.50348, -6.00139], [0.40019, -5.87021, -7.13993], [1.27672, -5.49872, -8.15040], [2.63469, -5.75471, -8.02373], [2.62813, -7.26957, -4.99708], [0.19941, -6.79042, -5.21109], [-0.65818, -5.66619, -7.23860], [0.90277, -5.00839, -9.03958], [3.33471, -5.46531, -8.79666], [-5.50028, 5.01565, -0.17724], [-6.78274, 5.19877, -0.54534], [-7.11040, 5.15265, -1.88520], [-8.43305, 5.33742, -2.26012], [-9.40343, 5.57371, -1.29532], [-9.05214, 5.62010, 0.04737], [-7.73293, 5.42652, 0.42909], [-6.33709, 4.97404, -2.62083], [-8.70663, 5.29685, -3.30634], [-10.43448, 5.72091, -1.59097], [-9.80694, 5.80696, 0.79975], [-7.43892, 5.44901, 1.47059]]
}

---

Across the entries above, largest force on an atom takes the values 0.539 2.242 eV/A, respectively.
Across the entries above, LUMO energy takes the values -2.83 2.03 eV, respectively.